1.
39
Properties=species:S:1:pos:R:3:forces:R:3 method="wB97M-V/def2-TZVPD" homo_energy_ha=0.029 max_force_ev_per_a=0.75 lumo_ev=3.32 charge=-2 relative_energy_kcal_mol=0.0
O 2.9288 1.1060 -7.2606 -0.054 -0.069 -0.011
O 0.6010 -0.9206 -0.9891 -0.154 -0.142 0.699
O 2.8008 1.0108 -4.5096 0.039 0.069 -0.062
O -0.6327 0.8603 0.8314 0.040 0.061 -0.012
O -0.2191 -2.5875 -4.7372 0.059 0.065 0.016
O -2.9708 1.7186 3.4839 0.111 0.049 0.098
O 0.1350 -2.6632 -7.4665 -0.071 -0.049 0.066
N 2.2980 -1.0737 0.5718 -0.313 -0.137 0.529
C -2.2473 0.8206 2.6618 0.033 -0.195 -0.134
C 1.5115 -0.7701 -7.4118 -0.141 -0.197 -0.172
C 2.1262 0.1937 -5.1656 -0.075 -0.105 0.091
C 2.4372 -0.7426 1.9889 -0.124 -0.001 -0.258
C 0.3045 -0.0693 1.2970 0.156 0.379 0.257
C -1.2617 1.6311 1.8249 -0.178 0.139 0.153
C 1.4983 0.4622 2.0999 0.041 -0.053 -0.009
C -3.6220 1.1105 4.5801 -0.129 -0.089 0.062
C 2.2260 0.2232 -6.7245 0.071 0.088 0.133
C -2.6621 0.5806 5.6515 0.004 -0.068 -0.121
C 0.7090 -1.7718 -6.8128 0.090 0.104 -0.104
C 0.5364 -1.7423 -5.2593 -0.030 -0.104 -0.154
C 1.2659 -0.7601 -4.5679 0.165 0.219 0.132
C 1.0157 -0.7476 0.1212 0.150 0.017 -0.731
H 3.4711 -0.5066 2.2576 -0.145 -0.099 -0.060
H 1.9338 1.3087 1.5548 -0.080 -0.042 0.210
H -1.7833 1.2302 5.7040 -0.127 -0.008 0.092
H 2.6839 -1.9350 0.2170 0.143 0.164 -0.231
H -4.2815 0.3008 4.2295 0.063 0.084 0.017
H 1.5700 -0.8025 -8.4987 0.082 0.079 0.018
H -0.1721 -0.8486 1.9152 -0.063 -0.097 -0.204
H -1.7171 0.0791 3.2733 -0.002 0.080 -0.029
H -4.2657 1.8864 5.0084 0.144 -0.059 -0.094
H -3.1573 0.5666 6.6284 0.091 -0.007 -0.131
H 2.0545 -1.5561 2.6259 0.241 0.085 0.110
H -2.3174 -0.4363 5.4366 -0.042 0.162 0.029
H -0.5359 2.1200 2.4904 -0.020 -0.058 -0.064
H -1.8159 2.4233 1.3100 0.110 -0.166 0.013
H 1.1920 -0.7065 -3.4843 -0.073 -0.135 -0.072
H 1.2832 0.7332 3.1379 -0.011 -0.008 -0.151
H -2.9210 0.2745 1.9866 -0.002 0.042 0.079

2.
6
Properties=species:S:1:pos:R:3:forces:R:3 method="wB97M-V/def2-TZVPD" homo_energy_ha=-0.346 max_force_ev_per_a=3.10 lumo_ev=-0.31 charge=0 relative_energy_kcal_mol=25.1
S 2.2436 -0.7707 -0.0455 -2.162 1.019 0.562
S -0.7780 -1.1216 -0.0662 0.917 -2.955 -0.141
O 0.2776 1.1558 -0.0621 2.810 -0.592 0.738
C 0.7008 -0.1786 0.0835 -1.164 1.826 -1.582
H -0.6655 1.2652 -0.1894 -0.147 -0.411 0.009
H -1.7784 -0.3501 0.2797 -0.255 1.112 0.415

3.
59
Properties=species:S:1:pos:R:3:forces:R:3 method="wB97M-V/def2-TZVPD" s2=8.753 homo_energy_ha="-0.431 / -0.431" max_force_ev_per_a=2.97 lumo_ev="-5.99 / -6.00" multiplicity=6 charge=+1
Mn -12.9086 -3.8993 4.8216 -2.219 1.854 0.679
O -10.4124 -1.6170 9.1113 -0.341 -0.115 -0.348
O -14.3536 -3.5247 10.9942 -0.021 -0.512 0.070
O -14.7892 -4.5541 3.9899 0.811 -0.799 -0.638
O -14.7426 -0.9366 6.9748 -0.672 -0.102 -0.898
O -12.8047 -2.3735 3.3366 0.008 -1.138 0.787
O -17.9442 -0.1298 5.7505 0.320 0.068 0.122
O -14.1560 -2.8614 6.1482 0.675 -0.777 -1.877
O -14.9208 -2.7215 8.1366 -0.896 -0.326 -0.103
O -12.8728 1.3589 6.8573 -1.307 0.242 -0.474
N -14.6972 -2.1464 7.0966 2.101 0.244 1.790
C -15.0146 -2.6559 13.0545 -0.770 -0.285 0.478
C -11.7642 -1.1724 9.2575 -0.005 -0.043 0.128
C -12.0561 -0.8310 10.7082 -0.706 0.370 -0.332
C -12.6625 -0.9834 3.7550 0.335 0.995 0.957
C -16.9104 0.1855 4.8137 -0.974 -1.055 -0.013
C -17.5999 0.4545 3.4916 0.404 0.686 0.006
C -15.8669 -3.8165 3.3237 -0.727 0.985 0.327
C -11.3179 -0.4108 3.4088 -0.169 0.849 -0.874
C -13.2423 2.5622 4.7525 0.102 0.380 0.118
C -15.4959 -2.9287 11.6439 1.797 0.647 -0.341
C -13.4610 2.5415 6.2561 0.905 -0.279 -0.234
C -17.1270 -3.9633 4.1265 -0.952 0.320 0.871
H -14.8445 -5.4592 3.6567 -0.086 -0.089 0.205
H -12.1767 2.5508 4.5239 -0.018 -0.053 -0.074
H -17.9594 -3.3020 3.8656 0.358 0.099 -0.804
H -12.9632 -0.2190 10.7062 -0.039 -0.051 0.269
H -13.7466 1.7289 4.2584 0.055 -0.098 0.114
H -10.4477 -0.7809 3.9444 -0.122 -0.461 -0.123
H -17.5726 -4.9583 4.1284 0.357 -0.144 0.018
H -12.4683 -1.9186 8.8595 0.058 -0.226 0.325
H -12.9799 -2.5645 2.4093 0.112 0.602 -0.159
H -13.6805 0.8894 7.0930 0.517 -0.724 0.313
H -11.2581 -0.2243 11.1338 0.078 -0.042 -0.072
H -12.8287 -0.9730 4.8358 0.026 -0.309 -0.033
H -11.2183 -0.4310 2.3185 0.483 -0.391 0.082
H -14.5406 2.5814 6.4129 0.069 0.085 0.480
H -16.3008 -0.7224 4.6956 0.409 0.271 0.033
H -12.9385 3.3515 6.7630 -0.398 0.433 -0.284
H -15.6369 -1.9904 11.1000 -0.787 -0.006 0.196
H -10.3017 -2.2953 9.7855 0.212 -0.005 -0.023
H -11.3262 0.6665 3.5926 -0.231 -0.087 0.335
H -17.5190 -0.3476 6.5871 -0.107 0.041 0.081
H -16.9741 -3.6204 5.1538 0.384 -0.441 0.065
H -14.1789 -1.9651 13.1381 0.088 -0.037 -0.403
H -14.4684 -3.4974 10.0417 -0.184 0.050 -0.019
H -16.2929 1.0079 5.1803 0.006 0.091 -0.189
H -13.4567 -0.3372 3.3815 -0.148 -0.496 -0.508
H -14.7268 -3.6143 13.4893 0.097 0.081 0.124
H -15.8180 -2.2432 13.6703 -0.046 -0.070 -0.039
H -13.6706 3.4747 4.3320 0.071 0.036 -0.006
H -12.2535 -1.6997 11.3357 0.127 -0.101 -0.091
H -18.0351 -0.4367 3.0427 0.155 -0.134 0.087
H -15.9878 -4.1354 2.2893 0.291 -0.249 0.044
H -16.3554 -3.5977 11.6215 -0.125 0.140 -0.049
H -15.5674 -2.7694 3.3307 0.184 -0.063 -0.018
H -18.4120 1.1718 3.6087 0.082 0.079 0.098
H -11.9393 -0.3079 8.6155 0.561 0.168 0.078
H -16.8559 0.8956 2.8223 -0.190 -0.104 -0.254